# C25H45LuNP2Se

A structure of composition C25H45LuNP2Se at a distorted geometry (wB97M-V/def2-TZVPD, the OMol25 dataset).

```
75
C25H45LuNP2Se (wB97M-V/def2-TZVPD)
H 1.00 0.71 3.71
H 2.37 3.53 1.80
H -3.24 -2.75 1.32
C 2.02 0.82 3.30
H 1.40 -2.11 3.51
H -3.84 1.90 1.06
C -0.88 2.03 -0.46
H 0.32 3.04 2.59
H 2.47 -2.81 2.27
H -4.03 -2.06 -0.13
C 1.76 2.38 -1.32
C -2.45 -0.79 -2.70
C 0.83 3.41 -1.87
C 2.34 -1.95 2.95
C 2.64 -0.80 -2.16
H -1.38 -4.40 -2.30
H -1.29 3.22 -2.22
C 1.66 3.45 0.96
H 0.82 3.35 -2.97
H -4.79 -1.83 1.48
H -3.83 -0.41 3.42
C 0.69 -2.41 -1.58
C -4.22 0.91 0.80
H 3.07 1.92 0.31
C -0.49 2.03 0.89
H -2.61 0.29 -2.72
C -3.84 -1.90 0.94
C 2.11 2.35 0.01
H -1.78 1.47 -0.74
H -4.44 0.87 -0.27
H 2.40 -3.18 -0.57
H -0.36 4.10 1.33
H 3.05 -1.01 -3.16
P -2.95 -0.32 1.15
C 1.20 -1.14 -2.01
H 1.07 1.27 -3.49
H 4.62 -0.04 2.18
H 2.13 1.84 2.91
H -1.45 -3.97 -0.56
H 2.47 2.04 -2.08
C 0.23 3.19 1.51
H 1.67 4.44 0.47
H 3.19 -1.86 3.65
C 1.52 -3.54 -1.13
H 2.77 0.63 4.09
P 2.29 -0.41 1.98
C 0.08 -0.37 -2.50
Se -0.85 -4.01 1.94
H -1.00 1.36 1.59
H -2.64 -3.29 -1.74
Lu 0.54 0.36 -0.06
C 0.14 0.70 -3.53
H 1.91 -4.11 -2.00
C -2.82 -0.29 2.99
H -0.85 4.13 -0.76
H -2.38 0.66 3.32
H -3.22 -1.19 -2.03
C -1.09 -1.15 -2.24
N -0.33 -1.15 1.40
H -0.67 1.43 -3.40
H 3.24 -1.36 -1.43
H 0.94 -4.22 -0.50
H 0.04 0.30 -4.56
H 4.23 -1.35 0.98
H -2.18 -1.11 3.34
H 2.81 0.26 -1.95
C -1.60 -3.59 -1.59
H 1.16 4.44 -1.65
C -0.61 -2.26 1.77
H -2.68 -1.17 -3.71
C 3.98 -0.35 1.35
H 4.05 0.35 0.51
C -0.62 3.23 -1.34
H -5.12 0.66 1.39
C -0.71 -2.41 -1.75
```

Computed properties:
- Lowest unoccupied orbital energy (spin up / spin down): -5.2169 / -4.6746 eV
- Charge: +1
- Strongest force on any atom: 0.1603 Eh/bohr
- ΔE to the lowest compared entry with this formula, charge and spin: 0.0 kcal per mole
- E_HOMO (spin up / spin down): -9.8 / -9.9 eV
- Molecular weight: 675.5 g mol⁻¹

Atom charges from the Mulliken analysis, given in e for atoms 1 to 8: 0.1958, 0.4895, 0.2470, -1.1831, 0.4208, 0.3423, 1.0501, 0.4734

---

# C17H23BBr33NO9P2

A structure of composition C17H23BBr33NO9P2 at a distorted geometry (wB97M-V/def2-TZVPD, the OMol25 dataset).

```
86
C17H23BBr33NO9P2 (wB97M-V/def2-TZVPD)
Br -4.20 -2.34 -3.21
Br -1.50 -5.03 -8.19
H 11.18 -0.93 0.35
O -1.26 -4.82 0.66
H 3.54 0.27 3.13
H 0.44 1.72 2.87
Br -5.67 5.85 -6.63
Br -3.90 8.44 4.71
H -5.19 8.55 2.58
Br -3.59 6.72 2.00
O -2.54 -2.59 -0.45
H -4.55 -1.89 2.79
C 2.53 -4.11 4.41
C -1.04 -1.10 2.19
Br 11.64 1.51 0.57
Br 5.63 -0.27 4.39
Br -3.21 9.92 1.93
H -0.50 -4.00 -1.91
H 0.82 -1.86 1.00
O -3.06 -0.76 4.44
H -1.90 -3.07 5.05
C -2.14 4.55 1.44
H -4.02 1.84 2.73
Br 1.50 -4.64 2.85
Br 3.00 1.34 5.32
Br -7.93 3.89 -7.81
C 4.15 0.86 3.83
Br -0.50 -2.91 -5.97
Br 1.37 -3.69 5.92
P -1.08 -3.31 0.15
H -6.31 3.54 -5.95
O 0.02 -3.43 -1.24
Br 12.52 -0.58 -1.72
C -2.86 1.77 2.47
Br 4.78 -7.10 0.23
Br -3.01 -5.23 -2.45
H -2.21 -3.55 -4.10
H -2.31 1.58 3.49
C 9.75 -0.90 4.53
Br -2.52 1.30 -1.91
O 0.81 0.86 2.51
C -3.21 -3.89 -3.84
C -2.26 8.45 -7.86
H -4.81 1.39 -2.88
C -1.03 -3.17 -7.82
Br -4.00 -4.64 -5.45
C -2.42 3.24 1.86
C -2.70 0.53 1.42
Br -3.05 7.70 -9.48
Br -3.25 10.00 -7.23
H -1.94 5.72 1.37
O -3.82 0.18 0.73
C -4.12 8.42 2.77
Br 11.61 -0.93 5.08
Br 8.57 -1.59 5.92
C -0.16 -2.31 1.49
O -1.47 -0.21 1.11
H -0.08 0.06 5.16
H 0.23 -3.08 2.31
Br 13.47 -1.03 1.32
H -2.30 -0.42 5.01
H -3.23 -3.34 -0.42
P -2.43 -1.89 3.22
H 2.47 -7.62 1.02
C 2.86 -7.33 0.04
H -1.26 8.79 -8.13
Br 1.98 -5.67 -0.45
C -6.91 4.41 -6.24
O 0.26 -0.67 4.56
C -3.91 1.99 -3.07
H -1.93 -2.58 -7.98
Br 9.48 -1.81 2.84
N -3.71 -2.41 2.38
C 12.08 -0.34 0.15
Br 4.77 2.43 2.86
Br -8.06 4.83 -4.73
Br 3.77 -2.67 4.02
Br -2.05 7.11 -6.47
Br -4.35 3.84 -2.66
Br 2.43 -8.77 -1.20
O -1.70 -3.26 4.07
Br 0.31 -2.51 -9.07
B 0.06 -0.26 3.14
H 3.13 -4.98 4.71
Br -3.47 1.75 -4.95
H 9.48 0.15 4.38
```

Computed properties:
- Lowest unoccupied orbital energy: -0.8593 eV
- Strongest force on any atom: 0.1990 Eh/bohr
- E_HOMO: -9.1 eV
- Molecular weight: 3095.0 g mol⁻¹

Atom charges from the Mulliken analysis, given in e for atoms 1 to 8: 0.0117, -0.0106, 0.1728, -0.6318, 0.0499, 0.2590, 0.0804, -0.0186

---

Copy entry 2 word for word.
# C17H23BBr33NO9P2

A structure of composition C17H23BBr33NO9P2 at a distorted geometry (wB97M-V/def2-TZVPD, the OMol25 dataset).

```
86
C17H23BBr33NO9P2 (wB97M-V/def2-TZVPD)
Br -4.20 -2.34 -3.21
Br -1.50 -5.03 -8.19
H 11.18 -0.93 0.35
O -1.26 -4.82 0.66
H 3.54 0.27 3.13
H 0.44 1.72 2.87
Br -5.67 5.85 -6.63
Br -3.90 8.44 4.71
H -5.19 8.55 2.58
Br -3.59 6.72 2.00
O -2.54 -2.59 -0.45
H -4.55 -1.89 2.79
C 2.53 -4.11 4.41
C -1.04 -1.10 2.19
Br 11.64 1.51 0.57
Br 5.63 -0.27 4.39
Br -3.21 9.92 1.93
H -0.50 -4.00 -1.91
H 0.82 -1.86 1.00
O -3.06 -0.76 4.44
H -1.90 -3.07 5.05
C -2.14 4.55 1.44
H -4.02 1.84 2.73
Br 1.50 -4.64 2.85
Br 3.00 1.34 5.32
Br -7.93 3.89 -7.81
C 4.15 0.86 3.83
Br -0.50 -2.91 -5.97
Br 1.37 -3.69 5.92
P -1.08 -3.31 0.15
H -6.31 3.54 -5.95
O 0.02 -3.43 -1.24
Br 12.52 -0.58 -1.72
C -2.86 1.77 2.47
Br 4.78 -7.10 0.23
Br -3.01 -5.23 -2.45
H -2.21 -3.55 -4.10
H -2.31 1.58 3.49
C 9.75 -0.90 4.53
Br -2.52 1.30 -1.91
O 0.81 0.86 2.51
C -3.21 -3.89 -3.84
C -2.26 8.45 -7.86
H -4.81 1.39 -2.88
C -1.03 -3.17 -7.82
Br -4.00 -4.64 -5.45
C -2.42 3.24 1.86
C -2.70 0.53 1.42
Br -3.05 7.70 -9.48
Br -3.25 10.00 -7.23
H -1.94 5.72 1.37
O -3.82 0.18 0.73
C -4.12 8.42 2.77
Br 11.61 -0.93 5.08
Br 8.57 -1.59 5.92
C -0.16 -2.31 1.49
O -1.47 -0.21 1.11
H -0.08 0.06 5.16
H 0.23 -3.08 2.31
Br 13.47 -1.03 1.32
H -2.30 -0.42 5.01
H -3.23 -3.34 -0.42
P -2.43 -1.89 3.22
H 2.47 -7.62 1.02
C 2.86 -7.33 0.04
H -1.26 8.79 -8.13
Br 1.98 -5.67 -0.45
C -6.91 4.41 -6.24
O 0.26 -0.67 4.56
C -3.91 1.99 -3.07
H -1.93 -2.58 -7.98
Br 9.48 -1.81 2.84
N -3.71 -2.41 2.38
C 12.08 -0.34 0.15
Br 4.77 2.43 2.86
Br -8.06 4.83 -4.73
Br 3.77 -2.67 4.02
Br -2.05 7.11 -6.47
Br -4.35 3.84 -2.66
Br 2.43 -8.77 -1.20
O -1.70 -3.26 4.07
Br 0.31 -2.51 -9.07
B 0.06 -0.26 3.14
H 3.13 -4.98 4.71
Br -3.47 1.75 -4.95
H 9.48 0.15 4.38
```

Computed properties:
- Lowest unoccupied orbital energy: -0.8593 eV
- Strongest force on any atom: 0.1990 Eh/bohr
- E_HOMO: -9.1 eV
- Molecular weight: 3095.0 g mol⁻¹

Atom charges from the Mulliken analysis, given in e for atoms 1 to 8: 0.0117, -0.0106, 0.1728, -0.6318, 0.0499, 0.2590, 0.0804, -0.0186

---

- What is the molecular weight in the second record?
  3095.0 g mol⁻¹